Molecular formula: C31H50BF4N8O5Sb2Y
Method: DFT, ωB97M-V/def2-TZVPD

Last column: Mulliken charge in e.
Geometry (Å):
Y (0.35082, 0.38886, -0.68344)  -0.281
O (3.71942, 5.69856, 0.16666)  -0.562
C (3.35222, 5.25536, 1.35076)  0.456
O (3.50512, 5.90336, 2.35796)  -0.621
C (2.74532, 3.89856, 1.42046)  0.006
C (2.43502, 3.24686, 2.60366)  -0.704
N (1.95552, 2.04416, 2.28376)  0.075
N (1.88562, 1.86856, 0.96106)  0.151
C (2.35742, 2.98816, 0.41286)  0.083
C (2.27952, 3.15986, -1.08194)  0.661
O (3.01422, 3.98146, -1.63634)  -0.860
O (1.41602, 2.44306, -1.65994)  -0.383
H (3.52552, 5.06456, -0.59444)  0.438
H (2.53622, 3.58696, 3.61316)  0.544
H (1.57142, 1.35706, 2.92096)  -0.169
C (-1.79628, -1.21634, 3.51796)  -1.351
Sb (0.19622, -1.17764, 2.66876)  0.659
C (1.23722, -0.48934, 4.46316)  -1.775
C (0.40532, -3.26334, 3.40716)  -1.770
C (1.81582, -3.57834, 3.65546)  0.715
C (2.34602, -3.39594, 4.93036)  -0.600
C (3.69652, -3.52774, 5.18006)  -0.639
C (4.54842, -3.86704, 4.14236)  -0.808
C (4.02812, -4.11934, 2.88816)  -0.413
C (2.66652, -3.99514, 2.62236)  1.069
C (2.14462, -4.35114, 1.29306)  -2.233
Sb (1.93462, -2.73204, -0.22774)  0.923
C (3.80362, -1.84234, 0.36186)  -1.318
C (2.68212, -4.21024, -1.65364)  -1.450
H (-1.71188, -1.14114, 4.59756)  0.467
H (-2.26828, -2.15674, 3.24366)  0.515
H (-2.38898, -0.39074, 3.15256)  0.200
H (0.79562, -1.01144, 5.30576)  0.414
H (1.12412, 0.57466, 4.63226)  0.756
H (2.28742, -0.75944, 4.38146)  0.357
H (-0.05928, -3.91804, 2.67526)  0.607
H (-0.17578, -3.29024, 4.32576)  0.703
H (1.67282, -3.14864, 5.73806)  0.445
H (4.08002, -3.37174, 6.17816)  0.415
H (5.60992, -3.95884, 4.31816)  0.417
H (4.68812, -4.42254, 2.08856)  0.391
H (1.17052, -4.82534, 1.37186)  0.643
H (2.82012, -5.04434, 0.79756)  0.756
H (4.61032, -2.50684, 0.07106)  0.436
H (3.81132, -1.71944, 1.44116)  0.344
H (3.92962, -0.88104, -0.12424)  0.447
H (3.73052, -4.40394, -1.44464)  0.436
H (2.57912, -3.86224, -2.67404)  0.317
H (2.11982, -5.13294, -1.52414)  0.473
C (-1.02648, 3.70286, -0.55324)  -0.945
N (-2.41168, 3.37286, -0.37404)  0.216
C (-3.27528, 4.39776, 0.16806)  -0.687
C (-4.53728, 3.62006, 0.53496)  -0.619
N (-4.28868, 2.29486, -0.00674)  0.293
C (-5.35458, 1.34996, 0.19026)  -1.044
C (-2.94428, 2.12826, -0.25284)  -0.365
N (-2.21698, 1.06856, -0.44104)  0.753
C (-2.76538, -0.27224, -0.29654)  -0.772
C (-3.03868, -0.81444, -1.69974)  -0.619
N (-1.80828, -0.86174, -2.46414)  -0.206
C (-1.80148, -0.79824, -3.74864)  0.189
N (-0.59778, -0.97254, -4.41934)  0.644
C (0.17502, -2.14134, -4.06234)  -1.490
C (-0.78088, -0.76814, -5.84814)  -0.761
C (-2.20838, -0.24104, -5.95944)  -0.618
N (-2.79478, -0.61184, -4.68464)  0.003
C (-4.18068, -0.25134, -4.52464)  -0.940
H (-0.97108, 4.76126, -0.80154)  0.465
H (-0.61658, 3.12216, -1.38064)  0.262
H (-0.43328, 3.54006, 0.35036)  0.026
H (-3.45658, 5.17026, -0.59104)  0.380
H (-2.81178, 4.87146, 1.04006)  0.255
H (-5.44098, 4.04946, 0.08916)  0.443
H (-4.67118, 3.56786, 1.62266)  0.300
H (-6.28838, 1.91146, 0.12316)  0.312
H (-5.31978, 0.86796, 1.17156)  0.348
H (-5.36348, 0.59456, -0.59314)  0.304
H (-3.67258, -0.31704, 0.30696)  0.579
H (-2.00958, -0.90224, 0.20156)  -0.338
H (-3.77288, -0.14024, -2.14774)  0.105
H (-3.46558, -1.82314, -1.62974)  0.398
H (0.19592, -2.23404, -2.97764)  0.137
H (1.18882, -2.03344, -4.43794)  0.432
H (-0.26778, -3.04954, -4.49214)  0.550
H (-0.65718, -1.71154, -6.39394)  0.314
H (-0.04658, -0.04774, -6.21304)  0.264
H (-2.77358, -0.69114, -6.78124)  0.419
H (-2.23178, 0.85116, -6.08044)  0.351
H (-4.66888, -0.39124, -5.49174)  0.330
H (-4.30998, 0.79566, -4.22514)  0.296
H (-4.67758, -0.91164, -3.81794)  0.408
C (2.31202, 0.64926, -3.61674)  -1.545
C (1.97822, -0.25714, -2.45824)  1.533
O (2.64042, -1.28714, -2.37414)  -0.711
H (2.81962, 0.10376, -4.41524)  0.389
H (3.01052, 1.39456, -3.23224)  0.423
H (1.44852, 1.19166, -3.98914)  0.204
F (-2.68878, 1.87116, 2.61176)  -0.217
B (-1.35518, 2.11956, 2.72516)  -0.130
F (-0.67328, 1.41386, 1.62186)  0.878
F (-0.82528, 1.56126, 3.86536)  -0.291
F (-1.05148, 3.43776, 2.61696)  -0.285

Results
charge	0
F_max	0.034	Eh/bohr
orbital gap	7.6	eV
energy above the lowest of the compared OMol25 structures with the same formula, charge and spin	409.4	kJ/mol
E_HOMO	-7.6	eV

Molecular formula: C15H25Cl2N3PdSSe2
Method: DFT, ωB97M-V/def2-TZVPD

Last column: natural (NBO) charge in e.
Geometry (Å):
Pd (-0.96113, 0.19913, -1.83991)  0.401
C (-1.64074, 3.41396, -0.68266)  -0.792
Se (-1.07369, 2.57341, -2.33454)  0.530
C (-2.79865, 2.67619, -3.26489)  -0.603
C (-3.73923, 1.55287, -2.87487)  -0.571
Se (-2.93947, -0.17402, -3.33722)  0.409
C (-4.06706, -1.28419, -2.21315)  -0.779
H (-2.50354, 2.89728, -0.27109)  0.230
H (-1.85764, 4.45987, -0.88609)  0.221
H (-0.80573, 3.32715, 0.00819)  0.261
H (-2.57096, 2.65387, -4.33111)  0.231
H (-3.23747, 3.64779, -3.03814)  0.235
H (-4.69435, 1.64301, -3.39340)  0.226
H (-3.91133, 1.53582, -1.79820)  0.229
H (-4.00944, -0.92081, -1.19052)  0.235
H (-3.66002, -2.29131, -2.25799)  0.246
H (-5.08819, -1.27429, -2.58531)  0.222
C (1.77372, -2.73687, 2.94916)  -0.613
C (1.48866, -1.59845, 1.98258)  -0.240
N (0.55584, -1.97845, 0.91900)  -0.583
C (0.76988, -2.11187, -0.38285)  0.430
S (-0.60629, -2.12476, -1.45079)  -0.310
N (1.95712, -2.31295, -0.94077)  -0.571
C (3.25790, -2.63795, -0.36530)  -0.220
C (4.24913, -1.49157, -0.46584)  -0.623
H (2.44328, -2.39309, 3.73839)  0.220
H (2.23205, -3.59581, 2.45656)  0.199
H (0.84984, -3.07949, 3.41697)  0.213
H (2.39277, -1.19422, 1.53429)  0.211
H (1.02567, -0.76892, 2.51730)  0.242
H (-0.42205, -1.82984, 1.12549)  0.430
H (1.91037, -2.28021, -1.94761)  0.422
H (3.63165, -3.50741, -0.91101)  0.202
H (3.11960, -2.95950, 0.66144)  0.205
H (4.40170, -1.20670, -1.50783)  0.214
H (5.21201, -1.79301, -0.05109)  0.213
H (3.89336, -0.60693, 0.06037)  0.234
Cl (-2.23763, 0.31086, 0.85765)  -0.082
C (-0.69411, 0.96179, 1.42778)  -0.209
C (-0.66708, 1.29448, 2.77136)  -0.214
C (0.47217, 1.80886, 3.36481)  -0.345
C (1.58684, 2.01488, 2.54542)  -0.223
C (1.55604, 1.68373, 1.21854)  -0.129
Cl (2.98822, 1.99543, 0.26742)  -0.030
C (0.42389, 1.08801, 0.52163)  0.154
N (0.57530, 0.76051, -0.73793)  -0.782
H (-1.56582, 1.13884, 3.35526)  0.218
H (0.48934, 2.06949, 4.41277)  0.214
H (2.49526, 2.44536, 2.94773)  0.222

Results
charge	0
F_max	0.002	Eh/bohr
orbital gap	6.2	eV
energy above the lowest of the compared OMol25 structures with the same formula, charge and spin	0.0	kJ/mol
E_HOMO	-5.9	eV

| no. | LUMO level (eV) |
| --- | --- |
| 1 | -0.07 |
| 2 | 0.35 |